(1)
Computed, not measured: C6H13NO in the gas phase at a distorted geometry, with the ωB97M-V functional and the def2-TZVPD basis.

Atoms and positions in Å:
C -1.236 -2.124 2.519
C -1.032 -1.195 1.366
C 0.115 -0.978 0.719
C 0.326 -0.577 -0.690
C 0.116 0.862 -1.054
N 0.592 1.030 -2.481
C 0.946 1.985 -0.221
O 0.408 3.210 -0.591
H -2.062 -1.846 3.285
H -1.530 -3.096 2.158
H -0.351 -2.356 3.208
H -1.890 -0.752 0.957
H 1.125 -1.262 1.158
H 1.456 -0.728 -1.032
H -0.337 -1.335 -1.330
H -0.914 1.282 -0.992
H -0.163 0.843 -3.148
H 1.399 0.375 -2.703
H 1.985 1.786 -0.390
H 0.727 1.856 0.848
H 0.317 3.018 -1.586

Output
- HOMO level: -0.3332 hartree
- Multiplicity: 1
- Structure (SMILES): C/C=C/C[C@H](N)CO

Here are the natural (NBO) charges for atoms 1 to 8, given in e:
1 C -0.646
2 C -0.187
3 C -0.194
4 C -0.447
5 C -0.081
6 N -0.880
7 C -0.060
8 O -0.710


(2)
Computed, not measured: a molecular structure, C6H13NO at a distorted geometry, with the ωB97M-V functional and the def2-TZVPD basis.

Atoms and positions in Å:
C 2.805 -0.453 0.388
O 3.613 -0.416 -0.788
C 1.315 -0.577 0.076
C 0.523 0.727 0.068
C -0.993 0.423 -0.100
C -1.534 -0.898 -0.042
N -2.825 -1.068 0.643
C -1.804 1.510 -0.568
H 3.023 0.472 0.924
H 3.111 -1.290 1.020
H 3.240 -1.059 -1.399
H 1.150 -1.158 -0.835
H 0.874 -1.203 0.861
H 0.656 1.216 1.034
H 0.829 1.360 -0.767
H -1.552 -1.499 -0.945
H -3.575 -0.729 0.043
H -2.854 -0.436 1.435
H -1.791 2.586 -0.395
H -1.673 1.170 0.698
H -2.539 1.321 -1.351

Output
- HOMO level: -0.2460 hartree
- Multiplicity: 1

Here are the natural (NBO) charges for atoms 1 to 8, given in e:
1 C -0.055
2 O -0.718
3 C -0.436
4 C -0.424
5 C -0.120
6 C -0.186
7 N -0.808
8 C -0.561


(3)
Computed, not measured: C6H13NO in the gas phase at a distorted geometry, with the ωB97M-V functional and the def2-TZVPD basis.

Atoms and positions in Å:
C -0.058 -2.324 -2.225
C -0.793 -1.624 -1.061
C 0.001 -0.369 -0.699
C -0.795 0.855 -0.160
C -0.749 1.160 1.393
O -1.796 1.032 1.963
N 0.414 1.118 2.162
C 1.597 2.022 1.850
H -0.312 -2.003 -3.243
H -0.342 -3.413 -2.150
H 1.053 -2.378 -2.126
H -0.910 -2.371 -0.223
H -1.848 -1.344 -1.358
H 0.560 -0.085 -1.617
H 0.670 -0.674 0.083
H -0.556 1.736 -0.543
H -1.832 0.627 -0.473
H 0.195 1.321 3.123
H 2.240 1.524 1.031
H 2.093 2.193 2.768
H 1.167 2.995 1.507

Output
- HOMO level: -0.3424 hartree
- Multiplicity: 1
- Structure (SMILES): CCCCC(=O)NC

Here are the natural (NBO) charges for atoms 1 to 8, given in e:
1 C -0.619
2 C -0.399
3 C -0.404
4 C -0.480
5 C 0.678
6 O -0.587
7 N -0.635
8 C -0.421


(4)
Computed, not measured: 2 unconnected molecules or ions with the total composition C6H13NO at a distorted geometry, with the ωB97M-V functional and the def2-TZVPD basis.

Atoms and positions in Å:
C 3.257 -0.418 0.657
C 1.941 -0.379 0.834
C 1.037 0.489 0.083
C -0.277 0.409 0.332
C -1.377 1.264 -0.199
C -2.728 0.577 -0.277
N -3.257 0.078 0.985
H 3.825 0.293 0.053
H 3.956 -0.964 1.282
H 1.529 -1.014 1.605
H 1.470 1.018 -0.760
H -0.535 -0.304 1.110
H -1.449 2.132 0.465
H -1.167 1.703 -1.168
H -2.789 -0.203 -1.021
H -3.449 1.320 -0.631
H -3.118 -0.915 1.032
H -3.054 0.598 1.822
O 1.754 -1.840 -1.832
H 1.744 -2.108 -2.761
H 2.686 -1.737 -1.610

Output
- HOMO level: -0.3089 hartree
- Multiplicity: 1
- Structure (SMILES): C=C/C=C/CCN.O

Here are the natural (NBO) charges for atoms 1 to 8, given in e:
1 C -0.438
2 C -0.176
3 C -0.228
4 C -0.140
5 C -0.460
6 C -0.207
7 N -0.860
8 H 0.186


(5)
Computed, not measured: 2 unconnected molecules or ions with the total composition C6H13NO at a distorted geometry, with the ωB97M-V functional and the def2-TZVPD basis.

Atoms and positions in Å:
C 0.495 -3.329 1.399
C 0.817 -1.908 0.903
C 0.100 -1.246 -0.027
C 0.510 -0.024 -0.745
C 0.265 1.314 0.008
C 0.771 0.126 -2.031
N 1.062 1.222 -2.901
H -0.517 -3.479 1.315
H 0.654 -3.060 2.416
H 1.027 -4.205 1.029
H 1.670 -1.412 1.500
H -0.911 -1.556 -0.392
H -0.211 2.076 -0.631
H 1.189 1.718 0.338
H -0.326 0.999 0.896
H 0.989 -0.774 -2.693
H 1.132 2.220 -2.424
H 0.354 1.351 -3.638
O -2.769 3.614 2.121
H -3.557 3.266 2.399
H -2.744 3.085 1.157

Output
- HOMO level: -0.3081 hartree
- Multiplicity: 1
- Structure (SMILES): C/C=C/C(C)=C/N.O

Here are the natural (NBO) charges for atoms 1 to 8, given in e:
1 C -0.649
2 C -0.140
3 C -0.227
4 C -0.106
5 C -0.644
6 C 0.002
7 N -0.836
8 H 0.207


(6)
Computed, not measured: a molecular structure, C6H13NO at a distorted geometry, with the ωB97M-V functional and the def2-TZVPD basis.

Atoms and positions in Å:
C 0.946 1.133 0.263
C 0.804 -1.305 1.819
C 1.306 1.195 -1.192
N 1.160 -0.757 0.605
H 2.167 -0.619 0.580
H 0.125 1.789 0.528
H 1.753 1.422 0.940
H 1.445 -1.112 2.686
H 0.487 -2.347 1.734
H -0.360 -0.875 2.021
H 0.490 0.792 -1.801
H 1.494 2.223 -1.502
H 2.197 0.603 -1.408
C -1.641 0.121 0.508
C -1.614 -0.751 -0.650
C -1.924 -0.332 -1.880
O -1.606 -0.291 1.694
H -1.841 1.182 0.329
H -1.402 -1.795 -0.452
H -2.123 0.712 -2.086
H -1.863 -0.987 -2.736

Output
- HOMO level: -0.3087 hartree
- Multiplicity: 1

Here are the natural (NBO) charges for atoms 1 to 8, given in e:
1 C -0.239
2 C -0.499
3 C -0.647
4 N -0.625
5 H 0.342
6 H 0.194
7 H 0.189
8 H 0.163


(7)
Computed, not measured: a gas-phase ion, C6H13NO (charge +1) at a distorted geometry, with the ωB97M-V functional and the def2-TZVPD basis.

Atoms and positions in Å:
C -2.134 -0.806 -1.083
C -0.953 -1.099 -0.151
N 0.005 -0.141 0.082
C 0.382 0.823 -0.880
C -0.261 2.254 -0.618
C 0.823 -0.195 1.299
C 1.892 -1.269 1.370
O -0.930 -2.160 0.437
H -1.960 -1.404 -1.977
H -2.410 0.230 -1.246
H -2.939 -1.294 -0.532
H 1.450 1.040 -0.888
H 0.159 0.521 -1.904
H 0.332 2.717 0.161
H -0.113 2.827 -1.525
H -1.311 2.215 -0.376
H 1.326 0.773 1.361
H 0.198 -0.143 2.195
H 1.509 -2.198 1.814
H 2.234 -1.726 0.438
H 2.702 -0.966 2.022

Output
- HOMO level (spin up / spin down): -0.5785 / -0.5677 hartree
- Multiplicity: 2
- Charge: +1

Here are the natural (NBO) charges for atoms 1 to 8, given in e:
1 C -0.726
2 C 0.641
3 N -0.050
4 C -0.273
5 C -0.572
6 C -0.259
7 C -0.636
8 O -0.387


(8)
Computed, not measured: 2 unconnected molecules or ions with the total composition C6H13NO at a distorted geometry, with the ωB97M-V functional and the def2-TZVPD basis.

Atoms and positions in Å:
C -0.711 -2.616 2.038
C -0.765 -1.641 1.044
N -0.612 -1.989 -0.205
C -0.166 -0.968 -1.173
C 3.307 0.745 -1.353
C 1.856 0.417 -1.547
C 1.298 -0.657 -0.997
H -0.393 -3.601 1.752
H -0.911 -2.356 3.067
H -0.694 -0.593 1.306
H -0.196 -2.905 -0.348
H -0.486 -1.264 -2.170
H -0.813 -0.098 -1.030
H 3.692 1.602 -1.910
H 3.428 1.002 -0.296
H 3.947 -0.088 -1.617
H 1.221 1.066 -2.147
H 1.914 -1.445 -0.575
H -2.938 5.754 1.796
H -4.249 5.222 1.303
O -3.461 4.945 1.794

Output
- HOMO level (spin up / spin down): -0.4884 / -0.4878 hartree
- Multiplicity: 2
- Charge: +1

Here are the natural (NBO) charges for atoms 1 to 8, given in e:
1 C -0.154
2 C 0.087
3 N -0.344
4 C -0.273
5 C -0.664
6 C -0.085
7 C -0.289
8 H 0.208


One value per record, in order, for energy: -366.32730; -366.18058; -366.36698; -366.34841; -366.28945; -366.23055; -366.08104; -366.06195 hartree.
One value per record, in order, for energy relative to the best compared isomer or geometry (same formula, charge and spin): 2.901; 6.893; 1.821; 2.326; 3.931; 5.534; 0.786; 1.306 eV.